# 1
Here is a molecular structure, C52H64MoN9O4S2 from the OMol25 dataset. Energies are from the ωB97M-V functional and the def2-TZVPD basis.

Cartesian coordinates (Å):
Mo 0.044 0.636 -0.107
C -1.119 -4.276 2.045
C -1.364 -3.397 0.801
C -1.359 -1.932 1.230
N -1.307 -0.945 0.138
C -2.271 -0.963 -0.791
C -3.531 -1.526 -0.555
C -4.692 -1.516 -1.314
C -4.925 -0.983 -2.568
C -3.979 -0.385 -3.389
C -2.627 -0.184 -3.203
C -1.804 -0.414 -2.079
N -0.506 -0.140 -2.076
C 0.146 0.027 -3.378
C 1.591 -0.461 -3.434
C 1.767 -1.930 -3.056
N 1.887 -2.092 -1.622
C 2.413 -3.205 -1.219
C 2.710 -4.327 -2.075
C 3.675 -5.312 -1.931
C 4.662 -5.463 -0.962
C 4.754 -4.726 0.230
C 3.840 -3.869 0.792
C 2.564 -3.410 0.268
N 1.540 -3.078 0.967
C 1.386 -3.538 2.330
C 0.343 -4.674 2.323
H -1.692 -5.202 1.945
H -1.518 -3.762 2.932
H -2.311 -3.670 0.328
H -0.562 -3.536 0.080
H -0.475 -1.758 1.821
H -2.221 -1.753 1.886
H -3.643 -1.986 0.416
H -5.549 -1.973 -0.833
H -5.940 -1.039 -2.945
H -4.356 -0.020 -4.340
H -2.146 0.314 -4.033
H 0.096 1.065 -3.692
H -0.390 -0.576 -4.111
H 2.246 0.145 -2.809
H 1.908 -0.316 -4.471
H 2.648 -2.340 -3.568
H 0.898 -2.488 -3.444
H 2.087 -4.395 -2.961
H 3.707 -6.043 -2.736
H 5.415 -6.225 -1.133
H 5.648 -4.908 0.821
H 4.084 -3.457 1.766
H 1.036 -2.708 2.958
H 2.307 -3.919 2.787
H 0.382 -5.200 3.284
H 0.663 -5.381 1.553
N 1.853 1.812 -1.182
C 2.553 2.885 -0.436
C 1.654 4.091 -0.222
C 0.455 3.741 0.633
O -0.247 4.599 1.137
O 0.293 2.465 0.826
H 2.525 1.088 -1.403
H 1.508 2.198 -2.057
H 3.440 3.190 -0.994
H 2.876 2.475 0.518
H 1.291 4.467 -1.178
H 2.193 4.903 0.262
N -3.037 1.405 -8.225
C -2.456 2.032 -7.123
C -1.113 1.807 -6.809
C -0.527 2.456 -5.738
C -1.275 3.334 -4.963
C -2.603 3.587 -5.283
C -3.189 2.939 -6.357
S -0.533 4.105 -3.555
O 0.877 4.214 -3.850
O -1.287 5.306 -3.292
N -0.648 3.014 -2.395
C -1.703 2.865 -1.593
S -3.164 3.842 -1.631
C -3.895 2.827 -0.443
C -3.031 1.882 -0.062
N -1.782 1.882 -0.677
H -2.599 0.552 -8.525
H -4.040 1.354 -8.216
H -0.531 1.119 -7.414
H 0.518 2.296 -5.497
H -3.165 4.297 -4.689
H -4.227 3.136 -6.611
H -4.898 3.003 -0.086
H -3.267 1.095 0.631
C 4.163 -0.454 -0.635
C 3.515 -0.210 0.707
C 4.332 -0.058 1.821
C 3.782 0.101 3.091
C 4.670 0.186 4.307
C 2.407 0.189 3.254
C 1.542 0.125 2.143
C 2.142 -0.137 0.881
N 0.202 0.313 2.077
C -0.568 0.779 3.240
C -0.001 2.068 3.891
C -0.861 2.499 5.086
C -0.933 1.369 6.119
C -1.560 0.128 5.476
C -2.967 0.464 4.970
C -2.869 1.592 3.937
C -2.272 2.837 4.596
C -1.975 1.149 2.776
C -0.698 -0.338 4.298
H 4.947 -1.206 -0.542
H 4.631 0.467 -1.004
H 3.440 -0.828 -1.361
H 5.409 -0.112 1.694
H 5.724 0.185 4.029
H 4.491 -0.662 4.973
H 4.463 1.096 4.873
H 2.022 0.293 4.258
H 1.495 -0.583 0.094
H -0.009 2.856 3.137
H 1.030 1.936 4.216
H -0.410 3.384 5.542
H -1.530 1.688 6.982
H 0.072 1.131 6.488
H -1.619 -0.676 6.214
H -3.609 0.770 5.804
H -3.416 -0.427 4.514
H -3.867 1.825 3.549
H -2.901 3.158 5.435
H -2.224 3.658 3.874
H -1.869 1.967 2.067
H -2.429 0.289 2.271
H -1.157 -1.215 3.835
H 0.286 -0.647 4.658

Calculated values
Gap between HOMO and LUMO (spin up / spin down), Eh: 0.1845 / 0.1825
Calculated total energy, Eh: -3678.298375
E_LUMO (spin up / spin down), eV: 1.59 / 1.53
Net charge: -1
⟨S²⟩: 2.017
Spin multiplicity: 3

Atomic partial charges in e from the Mulliken method, atoms 1 to 99:
1 Mo -2.93
2 C -1.07
3 C -0.52
4 C -1.04
5 N 1.70
6 C -0.75
7 C 0.00
8 C -0.88
9 C -0.85
10 C -0.59
11 C 0.21
12 C 0.74
13 N 1.48
14 C -0.79
15 C -1.45
16 C -1.85
17 N 0.23
18 C 0.28
19 C -1.10
20 C -0.33
21 C -0.68
22 C -0.69
23 C -0.87
24 C 1.13
25 N 0.37
26 C -0.31
27 C -1.29
28 H 0.47
29 H 0.26
30 H 0.95
31 H -0.10
32 H -0.46
33 H 0.72
34 H 0.46
35 H 0.38
36 H 0.35
37 H 0.41
38 H 0.06
39 H -1.19
40 H 1.04
41 H 0.88
42 H 0.58
43 H 0.93
44 H 0.37
45 H 0.32
46 H 0.31
47 H 0.30
48 H 0.34
49 H 0.19
50 H -0.43
51 H 0.94
52 H 0.51
53 H 0.30
54 N 0.29
55 C -0.87
56 C -1.22
57 C 0.53
58 O -0.74
59 O 0.35
60 H -0.27
61 H 0.37
62 H 0.64
63 H 0.29
64 H 0.01
65 H 0.63
66 N -0.62
67 C 1.07
68 C -0.79
69 C -0.28
70 C -0.39
71 C -0.38
72 C -0.80
73 S 1.16
74 O -0.78
75 O -0.76
76 N 0.02
77 C -0.35
78 S -0.26
79 C -0.79
80 C -1.42
81 N 2.70
82 H 0.21
83 H 0.21
84 H 0.29
85 H 0.58
86 H 0.50
87 H 0.31
88 H 0.50
89 H 0.09
90 C -1.97
91 C 2.34
92 C -1.28
93 C 0.12
94 C -1.81
95 C -0.42
96 C 0.53
97 C -0.67
98 N 0.54
99 C 0.42

=====

# 2
Here is 10 unconnected molecules or ions with the total composition C38H105N9O11 from the OMol25 dataset. Energies are from the ωB97M-V functional and the def2-TZVPD basis.

Cartesian coordinates (Å):
C 11.646 15.474 11.275
O 11.593 16.289 12.474
C 10.561 17.198 12.376
C 9.117 16.606 12.359
C 8.165 17.823 12.131
N 8.644 15.946 13.602
H 12.636 14.998 11.217
H 11.562 16.119 10.422
H 10.859 14.705 11.271
H 10.670 17.976 13.106
H 10.628 17.728 11.428
H 8.968 15.988 11.455
H 7.085 17.581 12.229
H 8.328 18.236 11.138
H 8.237 18.597 12.861
H 9.084 15.025 13.638
H 8.947 16.422 14.436
C 16.443 10.376 19.743
O 17.447 10.478 18.770
C 18.783 10.676 19.360
C 19.757 11.064 18.312
C 20.218 9.821 17.500
N 20.927 11.754 18.844
H 15.481 10.417 19.202
H 16.469 11.232 20.482
H 16.520 9.371 20.204
H 18.692 11.505 20.136
H 19.109 9.770 19.929
H 19.241 11.745 17.645
H 20.783 10.113 16.640
H 19.304 9.207 17.159
H 20.813 9.183 18.187
H 21.468 11.209 19.472
H 20.701 12.663 19.268
C 14.396 16.342 7.018
O 14.097 16.623 8.358
C 14.791 17.739 8.820
C 14.855 17.768 10.330
C 15.627 19.008 10.853
N 15.488 16.459 10.741
H 15.468 15.998 6.810
H 14.380 17.172 6.356
H 13.779 15.479 6.714
H 15.747 17.783 8.262
H 14.188 18.620 8.556
H 13.813 17.740 10.666
H 15.211 19.980 10.510
H 16.610 18.906 10.541
H 15.537 19.028 11.952
H 15.790 16.508 11.728
H 14.804 15.721 10.661
C 14.212 12.380 9.880
O 13.413 12.180 11.040
C 14.083 12.565 12.239
C 13.269 12.018 13.387
C 11.816 12.579 13.393
N 13.915 12.291 14.713
H 14.847 13.270 9.954
H 13.444 12.440 9.060
H 14.827 11.476 9.718
H 15.062 12.032 12.253
H 14.253 13.633 12.122
H 13.159 10.911 13.120
H 11.193 12.146 14.168
H 11.337 12.315 12.439
H 11.717 13.715 13.421
H 13.694 13.247 14.888
H 14.900 12.111 14.667
C 11.682 15.805 18.164
O 11.728 14.482 18.581
C 12.397 13.608 17.656
C 12.549 12.219 18.311
C 12.953 12.396 19.724
N 13.475 11.384 17.576
H 11.063 16.072 17.269
H 12.630 16.179 17.874
H 11.249 16.415 18.967
H 11.940 13.606 16.696
H 13.427 13.962 17.494
H 11.523 11.829 18.402
H 13.285 11.440 20.197
H 12.107 12.764 20.335
H 13.896 12.994 19.801
H 13.347 11.570 16.557
H 13.208 10.383 17.710
C 15.463 16.038 19.982
O 16.663 16.055 20.723
C 17.631 16.847 20.026
C 18.090 16.197 18.719
C 18.879 14.851 18.929
N 19.010 17.149 18.061
H 14.716 15.772 20.685
H 15.472 15.356 19.148
H 15.288 17.041 19.581
H 17.269 17.809 19.751
H 18.354 16.945 20.804
H 17.261 16.061 18.009
H 19.062 14.629 19.971
H 19.790 14.895 18.379
H 18.354 13.909 18.609
H 19.221 16.976 17.161
H 19.909 17.174 18.492
C 21.515 15.258 15.796
O 20.498 15.914 15.170
C 20.739 16.325 13.867
C 19.452 16.936 13.393
C 19.622 17.482 11.935
N 19.058 18.066 14.198
H 21.221 14.736 16.677
H 22.266 16.023 16.040
H 22.008 14.613 15.018
H 21.563 17.039 13.829
H 21.042 15.476 13.242
H 18.674 16.160 13.406
H 18.610 17.778 11.640
H 20.002 16.812 11.163
H 20.278 18.375 12.062
H 19.026 17.898 15.198
H 19.528 18.954 13.974
C 17.628 10.545 13.592
O 16.450 9.993 14.137
C 16.556 8.606 14.235
C 15.401 8.163 15.113
C 14.108 8.430 14.408
N 15.257 8.615 16.463
H 18.482 10.597 14.306
H 17.418 11.552 13.214
H 18.057 9.980 12.766
H 16.543 8.116 13.311
H 17.469 8.327 14.742
H 15.509 7.071 15.247
H 13.279 8.283 15.083
H 13.949 7.746 13.590
H 14.168 9.417 13.966
H 14.919 9.662 16.522
H 16.148 8.646 16.954
C 16.477 13.127 16.697
O 15.605 14.158 16.290
C 15.987 14.935 15.176
C 15.155 16.219 15.297
C 13.630 15.922 15.207
N 15.572 17.195 14.351
H 16.410 12.332 15.928
H 16.067 12.807 17.620
H 17.510 13.516 16.818
H 17.059 15.136 15.301
H 15.802 14.457 14.198
H 15.394 16.499 16.378
H 13.343 15.568 14.242
H 12.989 16.755 15.521
H 13.508 15.158 15.887
H 16.538 17.436 14.305
H 15.030 18.020 14.397
O 16.521 20.128 14.905
C 16.201 20.028 16.206
C 17.248 20.565 17.195
O 18.441 19.842 17.201
H 17.410 19.754 14.726
H 15.340 20.638 16.331
H 15.981 19.044 16.562
H 16.717 20.619 18.225
H 17.512 21.608 16.948
H 18.360 18.932 17.548

Calculated values
Gap between HOMO and LUMO, Eh: 0.3409
ΔE to the lowest compared entry with this formula, charge and spin, kcal per mole: 54.5
SMILES: COC[C@H](C)N.COC[C@H](C)N.COC[C@H](C)N.COC[C@H](C)N.COC[C@H](C)N.COC[C@H](C)N.COC[C@H](C)N.COC[C@H](C)N.COC[C@H](C)N.OCCO
Calculated total energy, Eh: -2830.992963
E_LUMO, eV: 0.47
Net charge: 0
Spin multiplicity: 1

Atomic partial charges in e from the Mulliken method, atoms 1 to 99:
1 C -0.61
2 O 0.06
3 C -1.13
4 C 0.52
5 C -1.65
6 N -0.70
7 H -0.39
8 H 0.69
9 H 0.25
10 H 0.54
11 H 0.39
12 H 0.36
13 H 0.39
14 H 0.39
15 H 0.36
16 H 0.26
17 H 0.27
18 C -0.65
19 O -0.01
20 C -0.77
21 C 1.28
22 C -1.37
23 N -0.60
24 H -0.11
25 H 0.33
26 H 0.38
27 H 0.28
28 H 0.30
29 H -0.31
30 H 0.38
31 H 0.12
32 H 0.43
33 H 0.26
34 H 0.17
35 C -0.91
36 O -0.19
37 C -0.86
38 C 1.36
39 C -1.51
40 N -0.61
41 H 0.33
42 H 0.39
43 H 0.23
44 H 0.45
45 H 0.29
46 H -0.33
47 H 0.41
48 H 0.40
49 H 0.21
50 H 0.18
51 H 0.09
52 C -0.78
53 O -0.40
54 C 0.27
55 C 0.45
56 C -1.59
57 N 1.55
58 H 0.36
59 H 0.25
60 H 0.29
61 H 0.31
62 H -0.03
63 H -0.13
64 H 0.42
65 H 0.57
66 H 0.05
67 H -0.88
68 H -0.87
69 C -0.39
70 O -0.45
71 C 0.22
72 C 0.11
73 C -1.16
74 N 0.20
75 H 0.08
76 H -0.01
77 H 0.37
78 H 0.60
79 H -0.71
80 H 0.21
81 H 0.36
82 H 0.37
83 H 0.01
84 H -0.30
85 H 0.41
86 C -0.42
87 O -0.46
88 C -1.55
89 C 3.46
90 C -0.75
91 N -0.58
92 H 0.40
93 H -0.05
94 H 0.35
95 H 0.47
96 H 0.49
97 H -1.89
98 H 0.30
99 H 0.17

=====

# 3
Here is 2 unconnected molecules or ions with the total composition H3OPS3 from the OMol25 dataset. Energies are from the ωB97M-V functional and the def2-TZVPD basis.

Cartesian coordinates (Å):
O 0.392 0.321 -0.774
P 0.646 -0.036 2.218
S 1.315 1.680 2.752
S -1.516 -0.322 2.216
S 1.692 -1.637 2.004
H -0.543 0.553 -0.745
H -1.444 -1.723 1.841
H 0.751 1.154 -0.593

Calculated values
Gap between HOMO and LUMO, Eh: 0.3081
ΔE to the lowest compared entry with this formula, charge and spin, kcal per mole: 2.2
Calculated total energy, Eh: -1612.975401
E_LUMO, eV: -1.12
Net charge: 0
Spin multiplicity: 1

The net atomic charges from natural (NBO), expressed in e, are:
1 O -0.92
2 P 0.78
3 S -0.37
4 S -0.26
5 S -0.36
6 H 0.47
7 H 0.20
8 H 0.47

=====

# 4
Here is a gas-phase ion, C5H10IN2S (charge +1) from the OMol25 dataset. Energies are from the ωB97M-V functional and the def2-TZVPD basis.

Cartesian coordinates (Å):
H 1.046 -2.494 1.053
N 0.145 -1.949 1.111
C -0.273 -1.138 0.280
C -1.617 -0.563 0.578
C -1.281 0.484 1.665
S -0.051 1.734 1.228
C 0.427 -0.694 -1.210
C 1.238 0.513 -1.078
N 1.141 1.677 -1.764
I 3.218 0.049 -0.196
H -2.066 -0.178 -0.378
H -2.359 -1.170 1.107
H -2.262 1.012 2.032
H -0.696 0.070 2.474
H 0.652 0.735 1.027
H 0.967 -1.485 -1.708
H -0.390 -0.519 -1.856
H 0.234 1.778 -2.233
H 1.927 2.137 -2.132

Calculated values
Gap between HOMO and LUMO, Eh: 0.2688
ΔE to the lowest compared entry with this formula, charge and spin, kcal per mole: 73.5
SMILES: [H]/N=C(/CCS)CC(=[NH2+])I
Calculated total energy, Eh: -1001.546821
E_LUMO, eV: -5.48
Net charge: +1
Spin multiplicity: 1

The net atomic charges from natural (NBO), expressed in e, are:
1 H 0.38
2 N -0.58
3 C 0.36
4 C -0.50
5 C -0.51
6 S 0.07
7 C -0.65
8 C 0.36
9 N -0.71
10 I 0.30
11 H 0.22
12 H 0.27
13 H 0.26
14 H 0.24
15 H 0.07
16 H 0.30
17 H 0.24
18 H 0.43
19 H 0.45

=====

In Eh/bohr, the maximum force values for the records above are, in order, 0.05135; 0.08171; 0.04943; 0.09518.